Record 1
The following is a quantum chemistry calculation of an isolated molecule of C20H22F2N2O3 in a non-equilibrium geometry, from the OMol25 dataset.

Calculated values
Relative energy (zero: lowest compared OMol25 entry of this formula, charge and spin) = 2.0 kcal per mole
Highest occupied orbital energy = -8.09 eV
Largest force on an atom = 3.0 eV Å⁻¹
HOMO-LUMO gap = 0.3134 Eh

```
! wB97M-V def2-TZVPD RIJCOSX def2/J DEFGRID3
* xyz 0 1
O 2.263 -1.957 1.004
F -0.986 2.811 -0.661
F 2.326 6.221 -0.065
O 6.821 1.148 -2.368
O 0.799 -0.746 2.341
C 1.885 -0.903 1.509
C 0.650 4.540 -0.445
C 5.770 -0.263 -0.735
C 1.319 2.195 -0.578
C 2.967 3.969 -0.288
C 4.804 1.856 -1.313
C 4.721 -0.507 0.161
C 0.314 3.184 -0.595
C 1.982 4.936 -0.290
C 5.824 0.927 -1.459
C 2.637 2.603 -0.401
C 3.721 1.601 -0.451
C 3.677 0.422 0.309
N 2.601 0.235 1.224
N -2.917 -1.391 0.873
C -2.448 -1.581 -0.481
C -0.157 -1.821 2.477
C -4.330 -1.132 1.039
C -4.442 0.338 1.436
C -1.486 -1.230 2.942
C -3.184 0.487 2.308
C -2.110 -0.474 1.760
H 7.481 0.454 -2.321
H -0.143 5.278 -0.443
H 6.527 -1.045 -0.878
H 1.008 1.172 -0.751
H 3.995 4.225 -0.108
H 4.806 2.774 -1.889
H 4.679 -1.436 0.712
H 2.168 1.081 1.491
H -2.877 -2.521 -0.869
H -1.366 -1.613 -0.457
H -2.747 -0.767 -1.100
H 0.242 -2.528 3.244
H -0.266 -2.357 1.553
H -4.697 -1.743 1.881
H -4.943 -1.359 0.154
H -4.426 1.036 0.605
H -5.347 0.561 1.989
H -2.172 -2.016 3.293
H -1.347 -0.584 3.813
H -3.511 0.271 3.329
H -2.783 1.507 2.218
H -1.366 0.074 1.212
*
```

---

Record 2
The following is a quantum chemistry calculation of an isolated molecule of C5H10O, from the OMol25 dataset.

Calculated values
Relative energy (zero: lowest compared OMol25 entry of this formula, charge and spin) = 87.3 kcal per mole
Highest occupied orbital energy = -8.40 eV
Largest force on an atom = 0.4 eV Å⁻¹
HOMO-LUMO gap = 0.3233 Eh

```
! wB97M-V def2-TZVPD RIJCOSX def2/J DEFGRID3
* xyz 0 1
C -0.900 -0.248 -1.972
C 0.213 0.303 -1.087
C 1.294 0.271 0.927
C 0.558 0.772 2.109
C 0.546 -0.678 0.094
O -0.590 -1.372 0.591
H -1.819 -0.396 -1.400
H -0.617 -1.215 -2.399
H -1.104 0.450 -2.791
H 1.127 0.467 -1.664
H -0.090 1.287 -0.698
H 0.941 0.095 2.894
H 0.867 1.780 2.401
H -0.542 0.695 2.149
H 1.192 -1.466 -0.307
H -1.165 -0.746 1.050
*
```

---

Record 3
The following is a quantum chemistry calculation of a cluster of 2 separate species, C3H8Se in total in a non-equilibrium geometry, from the OMol25 dataset.

Calculated values
Relative energy (zero: lowest compared OMol25 entry of this formula, charge and spin) = 78.4 kcal per mole
Highest occupied orbital energy (alpha / beta) = -8.00 / -7.44 eV
Largest force on an atom = 4.0 eV Å⁻¹
HOMO-LUMO gap (alpha / beta) = 0.3096 / 0.2985 Eh

```
! wB97M-V def2-TZVPD RIJCOSX def2/J DEFGRID3
* xyz 0 1
C 1.111 -1.141 -0.276
C 1.422 0.309 -0.029
C -1.239 1.160 -0.319
Se -2.442 -0.226 0.023
H 0.639 -1.209 -1.318
H 1.875 -1.811 -0.124
H 0.317 -1.567 0.375
H 1.555 0.737 0.970
H 2.027 0.768 -0.706
H -1.024 1.776 0.627
H -1.248 1.515 -1.335
H -2.722 -0.830 -1.361
*
```

---

Record 4
The following is a quantum chemistry calculation of a structure of composition C11H10N2O4Zn in a non-equilibrium geometry, from the OMol25 dataset.

Calculated values
Relative energy (zero: lowest compared OMol25 entry of this formula, charge and spin) = 2.9 kcal per mole
Highest occupied orbital energy (alpha / beta) = -15.62 / -15.62 eV
Largest force on an atom = 4.9 eV Å⁻¹
HOMO-LUMO gap (alpha / beta) = 0.2796 / 0.2796 Eh

```
! wB97M-V def2-TZVPD RIJCOSX def2/J DEFGRID3
* xyz 2 1
Zn 0.041 1.098 -0.144
C 0.107 2.472 1.638
O 0.128 2.982 2.663
C 0.000 4.289 -0.792
O -0.015 5.397 -1.035
C -1.832 1.902 -0.829
O -2.760 2.470 -1.203
C 1.837 1.902 -1.070
O 2.717 2.436 -1.585
C 0.000 0.196 -4.081
H 0.944 -0.370 -3.977
H -0.941 -0.370 -3.954
C -0.003 1.501 -4.390
H -0.946 2.064 -4.523
H 0.937 2.063 -4.543
N -0.058 -3.841 3.551
C -0.039 -2.825 2.639
C 1.175 -2.177 2.287
C 1.170 -1.140 1.354
N 0.008 -0.679 0.790
C -1.153 -1.358 1.045
C -1.213 -2.389 1.975
H 0.783 -4.198 3.994
H -0.903 -4.351 3.780
H 2.121 -2.453 2.755
H 2.124 -0.696 1.006
H -2.048 -1.082 0.455
H -2.179 -2.841 2.196
*
```

---

Record 5
The following is a quantum chemistry calculation of an isolated molecule of C23H30N4O3, from the OMol25 dataset.

Calculated values
Relative energy (zero: lowest compared OMol25 entry of this formula, charge and spin) = 21.6 kcal per mole
Highest occupied orbital energy = -7.13 eV
Largest force on an atom = 0.7 eV Å⁻¹
HOMO-LUMO gap = 0.2846 Eh

```
! wB97M-V def2-TZVPD RIJCOSX def2/J DEFGRID3
* xyz 0 1
C -1.348 -2.748 -0.761
C -2.218 -1.540 -0.605
C -3.578 -1.645 -0.662
C -4.395 -0.490 -0.518
N -3.874 0.707 -0.342
C -2.537 0.845 -0.288
C -2.007 2.137 -0.096
C -0.658 2.344 -0.019
C 0.230 1.259 -0.135
C -0.263 -0.016 -0.323
C -1.642 -0.252 -0.403
H 0.432 -0.838 -0.411
N 1.620 1.402 -0.076
C 2.352 2.523 0.107
O 1.908 3.640 0.284
C 3.868 2.294 0.105
H 4.317 3.265 -0.115
H 4.158 2.024 1.125
C 4.374 1.239 -0.892
C 4.366 -0.145 -0.266
O 3.360 -0.845 -0.345
N 5.450 -0.556 0.412
C 6.686 0.163 0.623
H 6.598 1.198 0.301
C 7.831 -0.543 -0.105
C 7.945 -1.983 0.387
C 6.604 -2.695 0.219
C 5.500 -1.912 0.927
H 4.525 -2.370 0.758
H 5.696 -1.874 2.005
H 6.654 -3.704 0.631
H 6.360 -2.772 -0.842
H 8.722 -2.510 -0.168
H 8.227 -1.984 1.443
H 8.763 -0.004 0.072
H 7.631 -0.537 -1.179
H 6.892 0.164 1.701
H 3.709 1.208 -1.758
H 5.367 1.503 -1.253
H 2.115 0.518 -0.195
H -0.259 3.334 0.130
H -2.700 2.959 -0.009
N -5.760 -0.557 -0.650
C -6.531 -1.715 -0.256
H -7.419 -1.763 -0.897
H -5.963 -2.635 -0.377
C -6.976 -1.566 1.207
H -6.083 -1.555 1.853
O -7.721 -0.386 1.394
C -6.977 0.755 1.014
H -6.089 0.856 1.655
C -6.526 0.658 -0.447
H -7.403 0.617 -1.101
H -5.897 1.507 -0.706
H -7.636 1.610 1.167
H -7.628 -2.390 1.504
H -4.026 -2.611 -0.840
H -0.677 -2.625 -1.610
H -1.951 -3.639 -0.920
H -0.738 -2.894 0.130
*
```

---

Record 6
The following is a quantum chemistry calculation of an isolated molecule of C4H5NO in a non-equilibrium geometry, from the OMol25 dataset.

Calculated values
Relative energy (zero: lowest compared OMol25 entry of this formula, charge and spin) = 101.4 kcal per mole
Highest occupied orbital energy = -9.12 eV
Largest force on an atom = 6.2 eV Å⁻¹
HOMO-LUMO gap = 0.3178 Eh

```
! wB97M-V def2-TZVPD RIJCOSX def2/J DEFGRID3
* xyz 0 1
C 1.421 -1.048 1.099
C -1.243 0.374 -1.167
C 0.316 -0.835 0.298
C -0.294 0.367 -0.179
N 0.028 1.739 0.563
O -0.203 2.659 -0.131
H 1.636 -2.076 1.191
H 1.927 -0.377 1.633
H -1.767 1.289 -1.384
H -1.617 -0.364 -1.845
H -0.202 -1.729 -0.079
*
```

---

Record 7
The following is a quantum chemistry calculation of a cluster of 2 separate species, C5H8NO4S in total in a non-equilibrium geometry, from the OMol25 dataset.

Calculated values
Relative energy (zero: lowest compared OMol25 entry of this formula, charge and spin) = 13.5 kcal per mole
Highest occupied orbital energy = -5.20 eV
Largest force on an atom = 4.3 eV Å⁻¹
HOMO-LUMO gap = 0.3254 Eh

```
! wB97M-V def2-TZVPD RIJCOSX def2/J DEFGRID3
* xyz -1 1
C -0.174 -0.495 -0.402
C -1.434 -0.675 2.195
C 1.995 -0.781 0.835
C 1.541 1.358 -0.307
C 0.927 0.172 0.430
N -2.424 -0.436 1.567
O -1.008 0.391 -0.901
O -0.198 -1.700 -0.589
O -2.617 0.636 -3.015
O -3.657 -0.121 -0.928
S -2.528 -0.335 -1.883
H 2.903 -0.382 1.307
H 2.494 -1.279 -0.011
H 1.633 -1.664 1.280
H 1.013 1.796 -1.027
H 2.291 0.945 -0.883
H 2.065 2.098 0.310
H 0.323 0.729 1.141
H -3.146 -0.255 0.880
*
```

---

Record 8
The following is a quantum chemistry calculation of a structure of composition C15H42F3O13Y in a non-equilibrium geometry, from the OMol25 dataset.

Calculated values
Relative energy (zero: lowest compared OMol25 entry of this formula, charge and spin) = 0.0 kcal per mole
Highest occupied orbital energy = 0.50 eV
Largest force on an atom = 4.8 eV Å⁻¹
HOMO-LUMO gap = 0.1071 Eh

```
! wB97M-V def2-TZVPD RIJCOSX def2/J DEFGRID3
* xyz -2 1
Y -3.438 -0.191 -2.043
O -5.911 -2.619 -0.237
C -4.909 -3.556 -0.114
C -3.494 -3.094 -0.616
O -3.379 -2.503 -1.869
H -5.175 -4.421 -0.759
H -4.808 -3.791 0.960
H -2.831 -3.972 -0.472
H -3.118 -2.345 0.110
O -4.376 0.162 0.156
C -4.045 1.463 0.561
C -3.729 2.590 -0.508
O -3.301 2.138 -1.754
H -3.215 1.408 1.294
H -4.857 1.893 1.178
H -3.057 3.327 -0.029
H -4.653 3.189 -0.605
C -0.305 -0.353 -0.376
O 0.004 0.889 0.280
O -1.071 -0.112 -1.454
C 1.053 -1.077 -0.552
F 1.868 -0.399 -1.392
F 1.680 -1.200 0.641
F 0.907 -2.313 -1.070
C -0.065 0.884 1.690
C -0.054 2.307 2.190
H 0.915 2.755 1.963
H -0.848 2.912 1.756
H -0.149 2.305 3.279
H 0.723 0.262 2.130
H -1.004 0.410 2.013
H -0.992 -0.917 0.272
C -1.886 0.980 5.590
O -2.723 -0.039 6.170
H -2.048 1.089 4.521
H -2.003 1.921 6.126
H -0.858 0.612 5.695
H -2.770 0.188 7.102
C 3.537 1.781 1.159
O 4.729 2.346 0.609
H 2.636 2.285 0.814
H 3.466 0.717 0.919
H 3.586 1.841 2.252
H 5.115 1.659 0.058
C 2.622 -2.409 -4.046
O 2.899 -3.629 -4.700
H 1.592 -2.300 -3.695
H 3.266 -2.310 -3.166
H 2.788 -1.542 -4.682
H 2.699 -4.374 -4.134
C 0.637 4.022 -1.025
O -0.659 3.744 -1.499
H 0.563 4.529 -0.049
H 1.242 3.117 -0.903
H 1.106 4.696 -1.745
H -1.066 3.029 -0.986
C 1.353 1.554 -3.723
O 0.004 1.675 -3.389
H 1.643 2.331 -4.432
H 1.968 1.617 -2.820
H 1.673 0.611 -4.196
H -0.264 0.979 -2.734
C 5.353 -0.493 -1.319
O 6.460 0.274 -0.790
H 5.508 -0.647 -2.390
H 5.371 -1.472 -0.832
H 4.412 0.022 -1.156
H 7.257 -0.181 -1.067
C -0.448 -4.097 1.623
O -1.328 -4.259 2.726
H -0.727 -3.193 1.078
H 0.584 -4.043 1.984
H -0.569 -4.952 0.962
H -1.088 -3.708 3.470
*
```

---

Record 9
The following is a quantum chemistry calculation of a structure of composition C12H14N2NiO3S2, from the OMol25 dataset.

Calculated values
Relative energy (zero: lowest compared OMol25 entry of this formula, charge and spin) = 0.0 kcal per mole
Highest occupied orbital energy (alpha / beta) = -0.03 / -0.19 eV
Largest force on an atom = 0.6 eV Å⁻¹
HOMO-LUMO gap (alpha / beta) = 0.1918 / 0.1976 Eh

```
! wB97M-V def2-TZVPD RIJCOSX def2/J DEFGRID3
* xyz -2 1
Ni 0.198 0.351 -0.810
C 0.557 2.388 3.013
C 0.735 1.438 1.863
N 0.045 1.551 0.783
O -0.906 2.590 0.774
C 1.704 0.371 1.949
C 2.531 0.120 3.175
N 1.772 -0.417 0.883
O 2.599 -1.376 0.892
H 0.097 3.315 2.682
H 1.520 2.600 3.477
H -0.089 1.938 3.772
H -1.528 2.237 0.118
H 1.977 0.314 4.098
H 3.453 0.718 3.208
H 2.834 -0.928 3.149
S -0.018 -0.900 -2.647
C -1.438 -1.869 -2.364
C -1.819 -2.851 -3.291
C -2.955 -3.627 -3.118
C -3.753 -3.438 -1.993
C -3.392 -2.472 -1.063
C -2.250 -1.682 -1.224
S -1.811 -0.477 -0.036
H -1.191 -2.995 -4.164
H -3.214 -4.380 -3.857
H -4.644 -4.039 -1.837
H -3.999 -2.315 -0.177
C 2.272 2.538 -0.833
C 1.535 1.488 -1.691
O 1.867 1.450 -2.866
H 3.043 3.026 -1.436
H 2.716 2.054 0.040
H 1.553 3.278 -0.469
*
```

---

Record 10
The following is a quantum chemistry calculation of an isolated molecule of C16H24FN3O, from the OMol25 dataset.

Calculated values
Relative energy (zero: lowest compared OMol25 entry of this formula, charge and spin) = 4.0 kcal per mole
Highest occupied orbital energy = -8.69 eV
Largest force on an atom = 0.5 eV Å⁻¹
HOMO-LUMO gap = 0.3433 Eh

```
! wB97M-V def2-TZVPD RIJCOSX def2/J DEFGRID3
* xyz 0 1
C -4.832 -3.380 0.153
C -4.569 -1.980 -0.387
C -4.728 -0.919 0.700
C -4.557 0.510 0.176
N -3.226 0.784 -0.323
C -2.247 1.170 0.557
O -2.482 1.467 1.714
N -0.988 1.272 0.031
C -0.629 0.916 -1.325
H -1.324 1.388 -2.027
C 0.779 1.415 -1.630
N 1.759 0.768 -0.775
C 3.044 1.441 -0.829
C 4.123 0.598 -0.205
C 4.150 -0.768 -0.453
C 5.148 -1.535 0.115
C 6.131 -0.987 0.920
C 6.098 0.375 1.158
C 5.102 1.161 0.603
H 5.086 2.222 0.801
H 6.853 0.826 1.784
H 6.894 -1.620 1.344
F 5.166 -2.864 -0.127
H 3.394 -1.223 -1.072
H 3.288 1.592 -1.887
H 3.019 2.435 -0.349
C 1.261 0.567 0.585
C 0.121 1.520 0.931
H 0.455 2.562 0.851
H -0.238 1.358 1.949
H 0.896 -0.464 0.667
H 2.081 0.687 1.295
H 1.027 1.176 -2.670
H 0.795 2.513 -1.524
H -0.657 -0.174 -1.473
H -2.956 0.268 -1.143
H -5.268 0.704 -0.633
H -4.734 1.216 0.989
H -5.722 -1.005 1.143
H -3.994 -1.088 1.491
H -5.266 -1.769 -1.203
H -3.556 -1.944 -0.796
H -5.846 -3.455 0.541
H -4.141 -3.612 0.960
H -4.708 -4.125 -0.630
*
```

---

Record 11
The following is a quantum chemistry calculation of a structure of composition C24H26BF5N10O4S3Ti in a non-equilibrium geometry, from the OMol25 dataset.

Calculated values
Relative energy (zero: lowest compared OMol25 entry of this formula, charge and spin) = 0.0 kcal per mole
Highest occupied orbital energy (alpha / beta) = -11.69 / -11.69 eV
Largest force on an atom = 1.3 eV Å⁻¹
HOMO-LUMO gap (alpha / beta) = 0.2722 / 0.2145 Eh

```
! wB97M-V def2-TZVPD RIJCOSX def2/J DEFGRID3
* xyz 1 2
Ti -0.017 0.273 -0.391
C -0.749 -1.691 -3.375
C -0.178 -2.331 -2.162
C 0.240 -3.649 -2.028
C 0.652 -3.783 -0.718
N 0.474 -2.618 -0.094
N -0.031 -1.708 -0.969
B 0.941 -2.259 1.342
N -0.184 -1.512 2.078
C -0.605 -1.651 3.340
C -1.530 -0.666 3.603
C -1.620 0.085 2.434
C -2.489 1.277 2.230
N -0.792 -0.439 1.506
N 2.095 -1.250 1.186
C 3.374 -1.304 1.554
C 4.007 -0.157 1.123
C 3.041 0.591 0.469
C 3.267 1.928 -0.149
N 1.858 -0.075 0.513
N 1.284 -3.539 2.059
C 0.388 -4.492 2.446
C 1.081 -5.639 2.702
C 2.433 -5.318 2.423
C 3.635 -6.197 2.535
N 2.539 -4.065 2.022
H -0.424 -2.233 -4.261
H -0.433 -0.656 -3.481
H -1.840 -1.722 -3.333
H 0.241 -4.402 -2.796
H 1.062 -4.628 -0.189
H -0.218 -2.437 3.965
H -2.074 -0.505 4.518
H -3.431 1.131 2.758
H -2.695 1.449 1.178
H -2.016 2.172 2.638
H 3.742 -2.176 2.067
H 5.042 0.105 1.256
H 4.277 1.962 -0.555
H 3.197 2.707 0.611
H 2.574 2.156 -0.950
H -0.670 -4.292 2.491
H 0.681 -6.577 3.049
H 3.716 -6.617 3.537
H 4.536 -5.625 2.322
H 3.579 -7.029 1.832
O -0.378 1.629 -3.758
S 0.309 1.875 -2.525
O 1.049 3.089 -2.397
O 1.101 0.655 -2.039
O -0.734 1.758 -1.355
F -0.498 7.266 -2.033
C -0.307 6.245 -1.225
C -1.344 5.337 -1.008
F -2.521 5.528 -1.600
C -1.151 4.268 -0.174
F -2.192 3.475 0.066
C 0.088 4.039 0.464
S 0.452 2.642 1.358
C 1.088 5.017 0.270
F 2.261 4.883 0.869
C 0.912 6.089 -0.574
F 1.886 6.962 -0.777
C -3.805 2.363 -3.494
N -3.092 1.317 -2.779
C -3.484 0.787 -1.640
N -4.674 1.129 -1.136
S -2.559 -0.395 -0.776
H -3.303 2.523 -4.443
H -3.804 3.300 -2.933
H -4.833 2.063 -3.706
H -2.163 1.085 -3.113
H -5.290 1.777 -1.597
H -4.975 0.698 -0.279
*
```

---

Record 12
The following is a quantum chemistry calculation of an isolated molecule of C8H13NOS in a non-equilibrium geometry, from the OMol25 dataset.

Calculated values
Relative energy (zero: lowest compared OMol25 entry of this formula, charge and spin) = 87.3 kcal per mole
Highest occupied orbital energy (alpha / beta) = -7.90 / -7.84 eV
Largest force on an atom = 5.9 eV Å⁻¹
HOMO-LUMO gap (alpha / beta) = 0.2893 / 0.2846 Eh

```
! wB97M-V def2-TZVPD RIJCOSX def2/J DEFGRID3
* xyz 0 1
C 1.342 1.511 -0.800
C -1.492 1.549 -1.259
C 2.585 1.373 -0.406
C -0.368 -0.072 0.102
C -1.019 -0.368 2.521
C 0.381 -1.600 -1.770
C -0.082 0.338 1.499
C 0.252 -1.413 -0.273
N -1.448 0.413 -0.554
O -2.466 1.876 -1.833
S 0.097 2.431 -1.521
H 3.279 2.138 -0.651
H 2.814 0.416 0.071
H -1.015 0.070 3.535
H -0.755 -1.400 2.481
H -2.027 -0.261 2.139
H 1.355 -1.712 -2.214
H -0.093 -0.555 -2.239
H -0.259 -2.405 -2.046
H 0.911 0.214 2.003
H -0.271 1.444 1.641
H 1.102 -1.681 0.362
H -0.650 -2.131 -0.050
H -2.173 -0.174 -0.740
*
```